[1]
Molecular formula: C4H9NO3
Method: DFT, wB97M-V/def2-TZVPD

Structure (XYZ):
```
17
Properties=species:S:1:pos:R:3:mulliken_charge:R:1
C 0.06740 -0.72513 -0.13309 -0.408
C 1.42780 0.07297 -0.34526 0.485
C -1.09569 0.21887 -0.44954 0.434
C -2.49793 -0.44403 -0.54493 -1.303
H 0.25319 -0.56015 1.86351 0.333
H 0.81604 -1.93184 1.37242 0.245
H -0.07950 -1.60708 -0.75476 0.421
H -0.87059 0.67908 -1.50096 0.165
H -1.87299 1.78582 0.14022 0.394
H -2.57957 -0.98939 -1.50984 0.350
H -2.71090 -1.22792 0.15238 0.334
H -3.36492 0.20563 -0.53162 0.382
H 0.49620 1.33814 0.68989 0.471
N 0.08879 -1.32057 1.17060 -0.603
O 2.50552 -0.27368 -0.83056 -0.633
O -1.13489 1.27539 0.52765 -0.592
O 1.36462 1.10025 0.39310 -0.475
```

Calculated values
E_HOMO, eV: -9.36
Net charge: 0
Energy above the lowest of the compared OMol25 structures with the same formula, charge and spin, kcal per mole: 40.54
Kohn-Sham gap, eV: 9.788
SMILES: C[C@@H](O)[C@H](N)C(=O)O
2S+1: 1

[2]
Molecular formula: C4H4N2
Method: DFT, wB97M-V/def2-TZVPD

Structure (XYZ):
```
10
Properties=species:S:1:pos:R:3:mulliken_charge:R:1
N 0.87254 0.70540 -0.97095 -0.465
C 0.39061 0.09923 0.23428 0.390
C -1.09237 0.00727 0.34107 -0.671
C -2.29198 -0.07494 0.39319 0.142
C 1.10057 -1.18395 0.51981 0.059
N 1.78732 -2.08742 0.74029 -0.405
H 0.42161 0.48999 -1.84566 0.209
H 1.43949 1.53391 -0.89883 0.185
H 0.74990 0.68466 1.08286 0.147
H -3.36153 -0.17872 0.42077 0.411
```

Calculated values
E_HOMO, eV: -10.02
Net charge: 0
Energy above the lowest of the compared OMol25 structures with the same formula, charge and spin, kcal per mole: 58.68
Kohn-Sham gap, eV: 10.696
SMILES: C#C[C@H](N)C#N
2S+1: 1

[3]
Molecular formula: C18H10N6O10S4
Method: DFT, wB97M-V/def2-TZVPD

Structure (XYZ):
```
48
Properties=species:S:1:pos:R:3:mulliken_charge:R:1
O -3.20771 -0.03027 1.22269 -0.525
O 4.96182 -7.54985 2.46222 -0.574
O 0.04107 8.28735 -4.62729 -0.578
O -1.06433 2.64238 2.03923 -0.703
O -0.34982 0.28324 1.93466 -0.628
O -1.13757 -3.11513 -1.55891 -0.658
O -0.05465 -1.08115 -0.83769 -0.566
O -2.52670 1.55519 -2.15584 -0.752
O 5.27090 -6.67145 4.42666 -0.559
O -1.93678 7.67751 -5.31748 -0.561
N 0.11380 -3.48735 2.63268 -0.617
S 1.13325 -4.27606 0.32314 -0.154
S 1.34421 4.30357 -1.00307 -0.231
C -2.56159 -0.04650 0.19459 -0.407
C 0.00198 -3.38505 1.35089 0.499
C -1.76604 1.86231 -1.18234 0.955
C -1.83618 1.14112 -0.04508 -0.093
C 0.32912 2.89371 -0.63479 0.545
C 1.66132 -4.60837 4.16983 -0.439
C 2.79252 -5.40374 4.36859 -0.469
C -2.00539 5.44172 -3.81497 -0.519
C 2.95345 -5.70756 1.94017 -0.463
C 0.15274 6.07910 -2.88406 -0.477
C -2.00697 4.32717 -3.02856 -0.441
C 1.18959 -4.33546 2.91561 -0.161
C 1.85560 -4.84052 1.79594 0.696
C 0.11146 4.90723 -2.09965 0.645
C 3.46873 -5.97356 3.23224 -0.128
C -0.91762 6.36036 -3.74895 -0.223
C -0.94058 4.03091 -2.15961 -0.006
N 0.65716 1.94931 0.32864 -0.202
N -1.04293 -2.56535 0.99401 -0.143
N 4.63758 -6.79813 3.38161 0.901
N -0.92584 7.50918 -4.62099 0.943
N -0.78959 2.88888 -1.32836 0.330
C -2.68309 -1.22294 -0.70298 -0.857
S -0.68766 1.50184 1.21137 1.250
S -1.16116 -2.03672 -0.58827 1.140
H 1.12742 -4.24473 5.05844 0.412
H 3.15700 -5.57751 5.35820 0.471
H -2.86932 5.60891 -4.47365 0.443
H 3.43408 -6.07975 1.04859 0.455
H 1.02852 6.70947 -2.89086 0.493
H -2.84793 3.61856 -3.15101 0.419
H 1.46842 2.14840 0.88942 0.376
H -1.19513 -1.79465 1.63514 0.334
H -3.40990 -1.91828 -0.32728 0.409
H -2.96726 -0.97736 -1.73282 0.418
```

Calculated values
E_HOMO, eV: -9.19
Net charge: 0
Energy above the lowest of the compared OMol25 structures with the same formula, charge and spin, kcal per mole: 0.00
Kohn-Sham gap, eV: 7.037
2S+1: 1

[4]
Molecular formula: C5H8N2
Method: DFT, wB97M-V/def2-TZVPD

Structure (XYZ):
```
15
Properties=species:S:1:pos:R:3:mulliken_charge:R:1
C -1.73250 -1.41498 -0.23370 0.474
C 0.94702 0.58606 -0.67832 -0.564
C -0.26532 0.14426 -1.55473 -0.626
C 0.47143 -0.27246 0.42731 0.026
C 0.31631 0.50800 1.71745 -1.357
N -2.67401 -2.06703 -0.20704 -0.526
N -0.73419 -0.59191 -0.32872 -0.075
H 1.84252 0.24394 -1.17576 0.264
H 0.96865 1.57463 -0.33234 0.299
H -0.84910 0.96385 -1.94050 0.275
H -0.10626 -0.54527 -2.26855 0.362
H 0.95857 -1.15720 0.67503 0.441
H 1.37772 0.61897 2.15150 0.290
H -0.36485 0.00095 2.40043 0.359
H -0.15601 1.40818 1.34794 0.358
```

Calculated values
E_HOMO, eV: -9.04
Net charge: 0
Energy above the lowest of the compared OMol25 structures with the same formula, charge and spin, kcal per mole: 51.86
Kohn-Sham gap, eV: 9.857
SMILES: C[C@@H]1CCN1C#N
2S+1: 1